# C16H20N3OV

C16H20N3OV as an isolated structure at a distorted geometry (wB97M-V/def2-TZVPD, the OMol25 dataset).

Results
2S+1   4
Total charge   -1
Total energy   -1804.8616 Ha
Orbital gap (spin up / spin down)   3.0 / 5.2 eV
⟨S²⟩   3.76
E_HOMO (spin up / spin down)   0.1 / -2.1 eV

Atoms and positions in Å:
V1 -1.04413 0.64424 -0.94554
C1 0.89480 3.02185 -0.79891
N1 -0.07847 2.20755 -0.10631
C2 -1.47485 2.58964 -0.24394
C3 0.24558 1.71800 1.17142
C4 1.01348 2.50073 2.06357
C5 1.31039 2.06702 3.35233
C6 0.83495 0.83828 3.77438
C7 0.08186 0.04650 2.90158
C8 -0.21553 0.43194 1.57585
N2 -0.97550 -0.32983 0.72801
C9 -0.54018 -1.58480 0.41098
C10 -0.63480 -2.66595 1.31073
C11 -0.16420 -3.94537 1.00318
C12 0.38201 -4.19651 -0.24590
C13 0.40966 -3.17553 -1.19235
C14 -0.07338 -1.88314 -0.89805
N3 -0.16185 -0.90330 -1.90163
C15 0.93996 -0.78038 -2.82672
C16 -1.50647 -0.74356 -2.42319
H1 0.90406 4.05158 -0.42478
H2 0.65493 3.06141 -1.86739
H3 1.90357 2.60118 -0.71723
H4 -1.66272 3.54490 0.26049
H5 -2.18350 1.85713 0.15294
H6 -1.72085 2.72053 -1.30400
H7 1.36265 3.48024 1.76040
H8 1.89193 2.69116 4.01947
H9 1.03491 0.48285 4.77847
H10 -0.29192 -0.89397 3.28563
H11 -1.10150 -2.51002 2.27804
H12 -0.23507 -4.73349 1.74345
H13 0.75145 -5.18319 -0.49588
H14 0.77768 -3.40053 -2.18628
H15 0.92276 -1.56512 -3.59065
H16 1.90448 -0.80867 -2.30661
H17 0.88721 0.18476 -3.34309
H18 -1.77631 -1.59205 -3.06336
H19 -1.56681 0.16470 -3.03305
H20 -2.26827 -0.65126 -1.64222
O1 0.56801 0.64046 -1.01386

These are the Löwdin partial charges, in e, on atoms 1 to 5:
1 V 0.332
2 C -0.076
3 N -0.365
4 C -0.159
5 C -0.178

---

# C16H20N4

A 4-piece molecular cluster, C16H20N4 overall at a distorted geometry (wB97M-V/def2-TZVPD, the OMol25 dataset).

Results
SMILES   c1cc[nH]c1.c1cc[nH]c1.c1cc[nH]c1.c1cc[nH]c1
Total charge   0
Energy above the lowest of the compared OMol25 structures with the same formula, charge and spin   786.8 kJ/mol
Total energy   -840.4214 Ha
Orbital gap   8.3 eV
E_HOMO   -7.8 eV

Atoms and positions in Å:
C1 4.37822 1.23736 1.79838
C2 5.67250 1.79286 2.19683
C3 5.95047 2.79595 1.25348
N1 4.84784 2.78617 0.31857
C4 3.90700 1.85853 0.74309
H1 3.86820 0.44045 2.37385
H2 6.34846 1.46639 2.89604
H3 6.70912 3.51053 1.22104
H4 4.93387 3.27953 -0.48886
H5 3.01393 1.74580 0.00621
C5 -4.92384 1.59805 0.59396
C6 -4.83010 1.15095 2.04766
C7 -3.53521 0.60157 2.09807
N2 -2.93164 0.67887 0.80114
C8 -3.76769 1.23659 -0.05378
H6 -5.94387 1.80475 0.09574
H7 -5.55334 1.25453 2.71200
H8 -2.95410 0.22308 2.75723
H9 -2.03523 0.19036 0.71931
H10 -3.55949 1.43005 -1.16618
C9 -1.83724 -3.45109 -1.06984
C10 -1.97081 -2.96840 -2.49655
C11 -0.78418 -3.24713 -3.16806
N3 -0.03241 -3.82645 -2.08925
C12 -0.67607 -3.99367 -0.99332
H11 -2.48768 -3.54721 -0.31383
H12 -2.67841 -2.54362 -2.91085
H13 -0.44474 -2.94287 -3.97825
H14 1.08612 -4.02387 -2.30527
H15 -0.27303 -4.48110 -0.14286
C13 0.13850 1.03365 0.73527
C14 0.02090 1.54498 -0.76300
C15 -0.14750 0.54471 -1.47325
N4 -0.12775 -0.55010 -0.75585
C16 0.14112 -0.28240 0.57760
H16 0.65110 1.48575 1.77335
H17 0.14535 2.52098 -1.03851
H18 -0.23261 0.23621 -2.61080
H19 -0.51845 -1.54244 -1.13632
H20 0.43267 -1.04830 1.23585

These are the Löwdin partial charges, in e, on atoms 1 to 5:
1 C -0.145
2 C -0.074
3 C -0.078
4 N 0.012
5 C -0.172

---

# C16H20N4O3S2

The molecule C16H20N4O3S2 at a distorted geometry (wB97M-V/def2-TZVPD, the OMol25 dataset).

Results
SMILES   CN(c1ccccc1)S(=O)(=O)c1nnc(NC(=O)C2CCCCC2)s1
Total charge   0
Energy above the lowest of the compared OMol25 structures with the same formula, charge and spin   152.7 kJ/mol
Total energy   -1862.8041 Ha
Orbital gap   8.8 eV
E_HOMO   -8.4 eV

Atoms and positions in Å:
C1 -3.76836 -1.99461 -1.51197
N1 -3.88406 -1.22396 -0.29641
C2 -4.75175 -0.12856 -0.22969
C3 -4.58875 0.84075 0.75763
C4 -5.45160 1.91942 0.82013
C5 -6.47724 2.06292 -0.09890
C6 -6.63350 1.10891 -1.08796
C7 -5.78190 0.02101 -1.15792
S1 -2.94659 -1.68933 0.99598
O1 -2.44099 -2.99807 0.71394
O2 -3.62147 -1.46368 2.22947
C8 -1.52764 -0.61391 0.85686
N2 -1.44394 0.61138 1.23883
N3 -0.27846 1.17611 0.96605
C9 0.53793 0.36947 0.35942
N4 1.79758 0.72769 -0.01572
C10 2.63207 -0.16303 -0.64880
O3 2.23519 -1.27722 -0.90829
C11 4.00738 0.34845 -1.03216
C12 4.99919 -0.82286 -1.00037
C13 5.25505 -1.27001 0.43646
C14 5.77582 -0.11265 1.28308
C15 4.78867 1.05096 1.26097
C16 4.54533 1.49964 -0.17834
S2 -0.10277 -1.22989 0.06628
H1 -3.57115 -1.33833 -2.36248
H2 -2.93930 -2.68470 -1.37801
H3 -4.67167 -2.57939 -1.70121
H4 -3.79257 0.75019 1.47513
H5 -5.31145 2.65850 1.59423
H6 -7.14548 2.90898 -0.04664
H7 -7.42696 1.20467 -1.81477
H8 -5.93119 -0.71147 -1.93449
H9 2.08648 1.66783 0.21353
H10 3.90489 0.69104 -2.07083
H11 4.59226 -1.65339 -1.57747
H12 5.93718 -0.50833 -1.46137
H13 4.32550 -1.64933 0.86533
H14 5.97897 -2.08630 0.43897
H15 5.93333 -0.44544 2.31018
H16 6.73817 0.22190 0.88854
H17 3.85035 0.73533 1.72243
H18 5.18303 1.88572 1.84365
H19 3.88600 2.37077 -0.21193
H20 5.49845 1.81284 -0.61134

These are the Löwdin partial charges, in e, on atoms 1 to 5:
1 C -0.074
2 N -0.218
3 C -0.246
4 C -0.034
5 C -0.069